No. 1
Here is C34H51BaClN5O4 as an isolated structure at a distorted geometry from OMol25. Energies are from wB97M-V/def2-TZVPD.

Summary:
**ΔE to the lowest compared entry with this formula, charge and spin**: 52.9 kcal per mole
**F_max**: 0.0423 hartree/bohr
**LUMO level**: 2.423 eV
**Frontier orbital gap**: 6.3 eV
**E_tot**: -2386.5184 a.u.

ORCA input file:
```
! RIJCOSX wB97M-V def2-TZVPD def2/J DEFGRID3
* xyz -1 1
C 2.496 -2.001 -2.386
H -3.820 2.146 -5.183
H -0.991 -0.023 4.172
H -4.954 2.947 3.989
H 2.230 5.285 -3.163
H 2.709 1.329 -1.957
C -1.434 2.110 2.532
C 0.049 3.930 -3.690
H -5.230 0.500 3.700
O 2.437 0.209 0.401
C 1.953 4.537 -2.413
H -4.766 2.109 1.667
H 1.039 -0.860 -4.630
O 3.524 -0.838 2.241
H -2.441 1.148 -4.730
C 2.234 2.286 -1.732
H -0.938 3.279 -1.367
H -3.858 -0.215 1.752
C -1.914 -3.354 -0.165
N 2.623 3.278 -2.737
H 3.024 -1.549 -1.543
C -1.246 -2.209 -2.401
C -3.386 2.176 -3.079
H 2.179 -2.926 0.339
C 2.126 2.834 -4.040
C -4.090 5.618 -1.671
H -3.478 6.138 -0.933
H 0.486 3.733 -0.407
C -3.752 3.518 -3.006
H -3.165 4.070 0.251
H -3.287 -0.994 4.072
H -1.960 0.512 5.545
H -1.640 -3.177 0.881
C -2.657 1.571 1.766
C -4.084 2.334 3.726
H -2.732 0.456 -1.994
H 2.405 3.576 -4.794
H 2.981 -2.965 -2.577
H -2.990 2.845 5.524
H 2.301 4.879 -1.434
C 0.337 1.679 -3.024
H -4.072 0.592 -4.389
C -1.625 2.038 4.045
H -5.133 5.723 -1.361
C -0.028 -1.850 -3.022
H -0.028 -2.137 -5.161
H -1.036 3.799 -3.663
H -3.710 3.473 1.982
H -4.480 0.860 5.257
H -2.680 3.923 4.163
Ba -0.120 -0.123 -0.075
N -2.326 1.415 0.342
N 0.772 2.093 -1.679
C 1.027 -2.139 -2.131
H -3.365 -2.577 -2.406
O 1.152 -0.655 2.124
C -2.904 2.120 -0.662
H 2.601 1.882 -4.292
C -3.868 2.423 2.209
C -2.984 1.509 -1.935
H 0.679 -3.475 1.049
H -1.970 -4.443 -0.278
H -3.978 6.128 -2.628
C -2.956 0.136 2.266
C -3.433 1.477 -4.413
H -2.162 -0.536 1.926
H -0.746 1.539 -3.011
C -0.950 -2.717 -1.122
H -0.730 2.421 4.545
C 1.229 -3.413 0.108
H -2.929 -2.971 -0.285
C 0.145 3.398 -1.391
H -1.253 3.141 2.207
H -0.697 -0.596 -4.656
C -3.290 3.488 -0.647
Cl 2.457 0.002 1.866
H 0.303 4.676 -4.448
C -3.119 0.047 3.776
O 2.486 1.257 2.518
H -2.629 -2.618 -3.997
C -2.843 2.876 4.439
C -4.325 0.896 4.172
C -3.702 4.166 -1.778
H -0.545 1.542 2.248
H 0.817 0.730 -3.249
C -1.857 0.582 4.457
H 2.696 -1.376 -3.261
H 2.581 2.614 -0.750
C 0.077 -1.332 -4.423
N 0.500 4.408 -2.384
H 1.467 -4.443 -0.185
H -2.929 -1.087 -3.216
N 0.677 2.660 -4.051
H -4.069 4.046 -3.898
C -2.600 -2.108 -3.028
C 0.460 -2.696 -0.962
*
```

Löwdin atomic charge list, values in e, 6 entries: number 1, C, carries -0.0524; number 2, H, carries 0.0689; number 3, H, carries 0.1169; number 4, H, carries 0.1345; number 5, H, carries 0.1206; number 6, H, carries 0.1209



No. 2
Here is C41H57AsBrN11O5PSSn as an isolated structure from OMol25. Energies are from wB97M-V/def2-TZVPD.

Summary:
**ΔE to the lowest compared entry with this formula, charge and spin**: 0.0 kcal per mole
**F_max**: 0.0090 hartree/bohr
**LUMO level**: -1.782 eV
**Frontier orbital gap**: 8.9 eV
**E_tot**: -8338.5863 a.u.

ORCA input file:
```
! RIJCOSX wB97M-V def2-TZVPD def2/J DEFGRID3
* xyz 1 1
C -5.778 -3.827 1.378
N 0.027 -1.906 -3.514
H 2.636 0.949 -2.982
C -0.974 -0.742 -6.417
H -0.616 6.257 2.545
H -2.126 6.262 1.624
H 2.285 4.096 -2.555
C 2.355 4.138 1.988
H -1.774 -2.003 -2.419
H 0.353 -3.275 -5.104
H 2.808 4.030 2.974
H -0.103 3.772 -1.954
H -4.969 -3.560 -1.312
H -1.026 7.628 1.529
H -6.203 -2.368 -0.861
H -3.816 -2.547 2.382
C -4.254 1.865 0.705
C -2.658 3.375 1.643
H -4.515 -1.857 -1.062
N -1.246 -0.099 -5.141
C 5.401 -0.554 3.362
C -1.819 3.149 0.555
H 2.831 -5.854 0.297
H -5.819 -4.782 0.853
H 2.232 -1.690 -0.411
C 4.412 0.337 -0.814
H -1.658 -1.577 -6.597
O -3.155 -1.445 0.811
C 1.346 1.409 -5.223
H -1.547 2.023 -1.284
H 1.362 -3.512 -3.667
H 6.767 -1.659 2.116
C -3.427 1.626 -0.379
C -5.161 -2.660 -0.722
C -0.950 0.655 5.680
P -0.236 -0.289 -3.850
N 3.445 -1.442 1.714
C 0.684 3.551 -1.228
C -2.198 2.266 -0.453
C -0.648 0.129 3.165
C 2.407 0.028 -3.528
H -1.092 -0.027 -7.236
H -1.042 -4.032 0.493
Sn -0.625 -0.721 0.185
C 4.706 -1.816 1.481
C 0.923 3.618 2.049
C -2.563 0.507 -5.030
O 1.076 -2.921 3.210
H -2.352 4.013 2.462
N -4.896 -2.909 0.682
H 1.810 5.408 -1.496
H -3.349 -0.234 -5.209
C 5.741 -1.374 2.302
H -0.884 6.126 -0.529
O -1.350 -3.214 2.996
C -0.691 -1.228 7.180
C 2.735 -3.740 -0.052
S -0.237 -2.348 3.300
H 2.200 -0.377 2.949
C 0.818 -5.117 0.407
C -1.074 6.541 1.597
H 0.048 -1.119 -6.446
H -0.865 -3.519 -2.517
H -4.533 2.894 2.567
H 1.488 2.310 -4.614
H 0.452 1.537 -5.828
H 0.372 -6.074 0.638
H 0.355 4.070 2.865
C 2.184 -4.987 0.218
H 2.206 1.313 -5.889
C 4.187 -3.571 -0.254
N 3.578 1.107 -0.131
C 1.856 -2.671 -0.160
C 1.959 4.329 -1.541
H 2.419 5.193 1.716
H -3.712 0.918 -1.145
H 0.648 6.333 0.301
H 0.869 2.544 2.190
Br -5.913 0.970 0.819
H -6.790 -3.421 1.442
C 2.353 0.818 0.054
H -2.680 1.306 -5.768
C -0.716 -0.205 4.623
C -0.482 -1.547 4.852
H -1.130 1.707 5.497
C -0.357 5.923 0.403
H -1.779 -2.948 -3.924
H -5.403 -4.001 2.385
H 0.838 2.475 -1.239
H -0.679 -1.611 8.192
H 2.961 3.555 1.295
N 5.173 -0.296 -1.417
N 1.240 0.216 -4.389
H 1.700 -2.173 -4.772
H 2.231 -0.768 -2.806
H 2.775 4.064 -0.871
N -0.337 -0.965 2.416
C -3.882 2.734 1.719
C 0.026 -3.992 0.320
O -0.854 1.241 2.694
N 4.141 -0.191 3.611
H 3.283 -0.241 -4.119
C -1.164 -2.629 -3.072
C 5.008 -2.729 0.367
C -0.937 0.126 6.963
H -2.692 0.925 -4.036
H 6.050 -2.745 0.069
C 0.906 -2.756 -4.313
H -1.115 0.772 7.812
N 1.197 0.718 0.257
N 0.539 -2.792 0.025
As -0.118 4.003 0.472
H 6.159 -0.174 4.038
H 4.628 -4.226 -1.000
C 3.233 -0.662 2.767
H -0.258 -3.146 6.280
C -3.912 -2.269 1.327
O -0.827 0.373 -2.652
C -0.456 -2.094 6.118
*
```

Löwdin atomic charge list, values in e, 6 entries: number 1, C, carries -0.0378; number 2, N, carries -0.2902; number 3, H, carries 0.0735; number 4, C, carries -0.1028; number 5, H, carries 0.0688; number 6, H, carries 0.0665



Q: Among the records above, which one has the lowest LUMO level?
A: C41H57AsBrN11O5PSSn



Q: Which of these has the highest E_tot?
A: C34H51BaClN5O4